# 1
The following is a quantum chemistry calculation of 5 unconnected molecules or ions with the total composition C21H32I2N4O3S at a distorted geometry, from the Open Molecules 2025 dataset.

Each line ends with the Mulliken charge.
Positions of all 63 atoms, in Å:
1 C -2.2824 -1.0602 -0.8793  -0.23
2 C -1.4208 -0.9985 -1.6855  -0.26
3 O -0.2750 -0.7402 -2.2757  -0.32
4 S 0.8461 -1.9805 -2.1521  0.60
5 O 0.0667 -3.1751 -2.1094  -0.45
6 O 1.5161 -1.8765 -0.6032  -0.38
7 C 1.1644 -0.8227 0.1915  -0.27
8 I -0.1729 -1.3518 1.7639  0.08
9 C 1.5662 0.4127 0.0720  0.64
10 C 1.1099 1.5055 0.9694  -0.85
11 I 2.9303 0.8776 -1.4793  0.12
12 H -3.0895 -1.1324 -0.2210  0.72
13 H 1.2281 1.2622 2.0155  0.43
14 H 1.6573 2.4099 0.7724  -0.27
15 H 0.0613 1.6920 0.7864  0.38
16 C -2.4586 -3.3761 -4.0743  -0.69
17 C -3.7859 -4.0854 -3.8367  -0.42
18 C -4.6290 -4.2279 -5.1092  -0.49
19 C -4.9601 -2.9129 -5.6691  0.26
20 N -5.2187 -1.8826 -6.0957  -0.42
21 H -2.6113 -2.3521 -4.4215  0.37
22 H -1.8850 -3.3257 -3.1526  -0.10
23 H -1.8584 -3.9047 -4.8188  0.35
24 H -4.3550 -3.5385 -3.0823  0.25
25 H -3.5936 -5.0813 -3.4328  0.31
26 H -5.5593 -4.7533 -4.8936  0.30
27 H -4.0873 -4.7991 -5.8639  0.29
28 C 2.6799 6.6172 1.0337  -1.10
29 C 1.2698 6.9708 0.5730  -0.47
30 C 0.3703 5.7404 0.4182  -0.38
31 C 0.9196 4.8185 -0.5808  0.17
32 N 1.3499 4.1012 -1.3627  -0.38
33 H 3.1910 5.9865 0.3045  0.28
34 H 3.2773 7.5199 1.1604  0.38
35 H 2.6598 6.0883 1.9890  0.29
36 H 1.3237 7.5051 -0.3771  0.30
37 H 0.8133 7.6489 1.2959  0.32
38 H -0.6306 6.0343 0.1031  0.35
39 H 0.2819 5.2104 1.3680  0.27
40 C 5.0175 2.8951 0.8069  -0.79
41 C 5.9410 3.2276 1.9718  -0.51
42 C 5.9417 2.1319 3.0422  -0.46
43 C 4.5920 1.9530 3.5905  0.30
44 N 3.5356 1.8329 4.0155  -0.46
45 H 3.9798 2.8064 1.1321  0.06
46 H 5.0547 3.6795 0.0504  0.31
47 H 5.3073 1.9571 0.3341  0.36
48 H 5.6338 4.1752 2.4193  0.28
49 H 6.9591 3.3645 1.6033  0.32
50 H 6.6169 2.3914 3.8573  0.31
51 H 6.2733 1.1830 2.6194  0.28
52 C -4.0401 -5.2241 3.5121  -1.16
53 C -3.4386 -5.4924 2.1369  -0.51
54 C -2.7619 -4.2582 1.5308  0.05
55 C -3.7201 -3.1623 1.3523  0.29
56 N -4.4670 -2.3057 1.2132  -0.58
57 H -4.8276 -4.4710 3.4633  0.35
58 H -4.4827 -6.1332 3.9188  0.34
59 H -3.2782 -4.8770 4.2127  0.29
60 H -4.2220 -5.8464 1.4643  0.32
61 H -2.6994 -6.2910 2.2164  0.33
62 H -2.3341 -4.4987 0.5575  0.16
63 H -1.9538 -3.9102 2.1734  0.12

Gap between HOMO and LUMO in Eh: 0.3204
F_max in eV/A: 1.6
E_HOMO in eV: -8.78
LUMO level in eV: -0.06



# 2
The following is a quantum chemistry calculation of a single C21H32N2O5 molecule, from the Open Molecules 2025 dataset.

Each line ends with the Mulliken charge.
Positions of all 60 atoms, in Å:
1 C 0.1420 2.3336 -0.8141  -0.62
2 O 0.0689 0.9894 -1.2171  -0.40
3 C -0.1946 0.0440 -0.2688  0.73
4 C -0.3338 0.2918 1.0833  -0.49
5 C -0.6447 -0.7458 1.9644  0.09
6 C -0.8349 -0.4980 3.4241  0.11
7 O -1.6731 -1.0803 4.0887  -0.70
8 N 0.0165 0.4102 3.9435  0.04
9 C -0.0462 0.8677 5.3098  -0.86
10 C 0.2104 2.3725 5.3801  -0.71
11 C 1.6556 2.7339 5.0363  -0.56
12 O 1.9057 2.4625 3.6710  -0.20
13 C 3.2749 2.3501 3.3126  0.52
14 C 3.3165 1.7570 1.9074  -1.29
15 C 3.9981 3.6971 3.3572  -1.50
16 C -0.8233 -2.0265 1.4727  -1.33
17 C -0.6577 -2.2930 0.1225  -0.39
18 C -0.3361 -1.2754 -0.7605  0.87
19 O -0.1238 -1.4065 -2.0959  -0.36
20 C -0.4519 -2.6139 -2.7598  0.00
21 C -1.9728 -2.7710 -2.9022  -0.67
22 C -2.5258 -1.6320 -3.7651  -0.96
23 N -1.8869 -1.6346 -5.0580  0.06
24 C -2.4363 -2.0134 -6.2367  1.12
25 C -3.9239 -2.3053 -6.2349  -1.34
26 O -1.7739 -2.0902 -7.2546  -0.66
27 C -0.4568 -1.4214 -4.9695  -0.98
28 C 0.1928 -2.5341 -4.1471  -0.95
29 H 0.9607 2.5009 -0.1070  0.02
30 H -0.7977 2.6710 -0.3639  0.40
31 H 0.3308 2.9028 -1.7231  0.24
32 H -0.2385 1.2969 1.4625  0.86
33 H 0.7142 0.8644 3.3715  0.07
34 H -1.0405 0.6196 5.6914  0.45
35 H 0.6961 0.3377 5.9219  0.26
36 H 0.0011 2.7272 6.3897  0.38
37 H -0.4563 2.8859 4.6861  0.27
38 H 1.8258 3.7994 5.2475  0.27
39 H 2.3442 2.1461 5.6622  0.42
40 H 3.7669 1.6557 4.0161  0.33
41 H 2.7614 0.8224 1.8704  0.34
42 H 4.3446 1.5664 1.6142  0.47
43 H 2.8740 2.4554 1.2016  0.13
44 H 4.0433 4.0834 4.3724  0.40
45 H 3.4754 4.4167 2.7313  0.32
46 H 5.0131 3.5797 2.9884  0.43
47 H -1.0891 -2.8174 2.1561  0.45
48 H -0.7842 -3.3049 -0.2281  0.32
49 H -0.0315 -3.4724 -2.2153  0.34
50 H -2.1860 -3.7334 -3.3704  0.40
51 H -2.4478 -2.7451 -1.9204  0.51
52 H -2.2962 -0.6792 -3.2733  0.21
53 H -3.6058 -1.7207 -3.8613  0.48
54 H -4.1550 -3.1442 -5.5824  0.32
55 H -4.4889 -1.4328 -5.9148  0.34
56 H -4.2139 -2.5593 -7.2508  0.34
57 H -0.2704 -0.4589 -4.4844  0.33
58 H -0.0579 -1.4090 -5.9845  0.44
59 H 0.0654 -3.4914 -4.6545  0.42
60 H 1.2579 -2.3312 -4.0384  0.43

Gap between HOMO and LUMO in Eh: 0.3262
F_max in eV/A: 0.8
SMILES: COc1cc(C(=O)NCCCOC(C)C)ccc1OC1CCN(C(C)=O)CC1
E_HOMO in eV: -8.22
LUMO level in eV: 0.66



# 3
The following is a quantum chemistry calculation of a single C21H32N2O5S molecule at a distorted geometry, from the Open Molecules 2025 dataset.

Each line ends with the Mulliken charge.
Positions of all 61 atoms, in Å:
1 C 4.4284 3.5507 -0.6381  -1.02
2 O 3.4942 2.4954 -0.5974  -0.32
3 C 3.9456 1.2376 -0.3969  0.78
4 C 5.2684 0.8755 -0.1591  -0.84
5 C 5.5981 -0.4543 0.0493  -1.13
6 C 4.6429 -1.4607 0.0304  0.34
7 C 5.0200 -2.9028 0.2595  0.26
8 C 4.3029 -3.4597 1.4910  -1.47
9 C 4.7024 -3.7435 -0.9787  -1.48
10 C 3.3238 -1.0916 -0.2135  0.49
11 C 2.9871 0.2253 -0.4238  -0.95
12 S 1.2821 0.6634 -0.7465  1.57
13 O 0.5060 -0.5423 -0.6121  -0.77
14 O 1.1953 1.3636 -1.9951  -0.74
15 N 0.9747 1.7074 0.5288  0.26
16 C 0.5300 3.0458 0.1965  -0.80
17 C -0.9945 3.1906 0.3134  -0.90
18 C -1.6280 1.8172 0.1022  0.89
19 C -3.1459 1.8949 0.0220  -0.12
20 O -3.7989 2.8090 0.4834  -0.71
21 N -3.6994 0.8438 -0.6219  -0.13
22 C -5.1220 0.6145 -0.6460  -1.26
23 C -5.4977 -0.5625 0.2722  0.57
24 C -6.9885 -0.9097 0.1880  -0.73
25 C -7.0091 -1.9921 -0.8896  -0.60
26 C -5.6825 -2.7036 -0.6306  -0.49
27 O -4.7849 -1.7246 -0.1370  -0.47
28 C -1.2437 0.9049 1.2788  -0.69
29 C 0.2469 1.1019 1.6190  -1.06
30 H 5.1632 3.4060 -1.4357  0.38
31 H 3.8463 4.4472 -0.8436  0.25
32 H 4.9458 3.6650 0.3200  0.39
33 H 6.0488 1.6194 -0.1336  0.44
34 H 6.6328 -0.7080 0.2316  0.34
35 H 6.0997 -2.9498 0.4399  0.41
36 H 3.2265 -3.4553 1.3427  0.29
37 H 4.5323 -2.8584 2.3679  0.36
38 H 4.6208 -4.4826 1.6796  0.44
39 H 5.2188 -3.3458 -1.8492  0.37
40 H 5.0211 -4.7723 -0.8263  0.44
41 H 3.6350 -3.7387 -1.1816  0.30
42 H 2.5258 -1.8158 -0.2513  0.63
43 H 0.8607 3.2206 -0.8268  0.47
44 H 1.0446 3.7514 0.8579  0.32
45 H -1.3667 3.8954 -0.4294  0.41
46 H -1.2813 3.5628 1.2981  0.27
47 H -1.2386 1.3869 -0.8264  0.24
48 H -3.1228 0.0531 -0.8676  0.31
49 H -5.4346 0.3967 -1.6715  0.32
50 H -5.6021 1.5315 -0.2979  0.44
51 H -5.1828 -0.3162 1.2939  0.25
52 H -7.3338 -1.3175 1.1383  0.34
53 H -7.5931 -0.0423 -0.0649  0.33
54 H -7.0134 -1.5423 -1.8827  0.25
55 H -7.8600 -2.6635 -0.8035  0.38
56 H -5.8061 -3.4906 0.1269  0.28
57 H -5.2467 -3.1483 -1.5286  0.29
58 H -1.8568 1.1543 2.1475  0.57
59 H -1.4263 -0.1345 1.0074  0.25
60 H 0.7224 0.1441 1.8317  0.32
61 H 0.3668 1.7537 2.4890  0.45

Gap between HOMO and LUMO in Eh: 0.3434
F_max in eV/A: 1.2
SMILES: COc1ccc(C(C)C)cc1S(=O)(=O)N1CCC(C(=O)NC[C@H]2CCCO2)CC1
E_HOMO in eV: -8.66
LUMO level in eV: 0.68



# 4
The following is a quantum chemistry calculation of a single C21H32N2O5S molecule at a distorted geometry, from the Open Molecules 2025 dataset.

Each line ends with the Mulliken charge.
Positions of all 61 atoms, in Å:
1 C -3.5427 -2.0326 -3.3326  -0.80
2 O -2.7344 -2.8397 -2.5054  -0.48
3 C -2.3293 -2.3327 -1.3140  0.27
4 C -1.5505 -3.1679 -0.5117  -0.81
5 C -1.0822 -2.7463 0.7158  -0.54
6 C -1.3681 -1.4620 1.1851  0.52
7 O -0.9043 -0.9432 2.3491  -0.29
8 C -0.3219 -1.8140 3.2929  -0.93
9 C -2.1689 -0.6465 0.3915  -0.38
10 S -2.6646 1.0061 0.9104  1.29
11 O -2.8098 1.0717 2.3313  -0.70
12 O -3.7873 1.3788 0.0984  -0.76
13 N -1.4095 2.0095 0.4827  -0.03
14 C -1.2119 2.1948 -0.9361  -0.31
15 C -0.3586 3.4370 -1.1820  -1.40
16 C 0.9806 3.2999 -0.4462  0.76
17 C 1.8101 2.2233 -1.1588  0.05
18 O 1.7597 2.0834 -2.3649  -0.69
19 N 2.6321 1.4839 -0.3861  0.05
20 C 3.3993 0.3703 -0.9192  -0.69
21 C 2.5481 -0.9097 -0.9194  -0.98
22 C 2.4859 -1.6589 0.4113  0.65
23 C 3.6111 -2.6817 0.5632  -1.01
24 C 4.9913 -2.0752 0.8027  -0.72
25 C 5.4389 -1.0670 -0.2559  -0.86
26 C 4.7159 0.2765 -0.1431  -0.76
27 C 0.6924 3.0630 1.0389  -2.11
28 C -0.1838 1.8245 1.2192  0.22
29 C -2.6398 -1.0633 -0.8378  -0.11
30 H -4.4821 -1.7680 -2.8388  0.33
31 H -3.7529 -2.6367 -4.2136  0.24
32 H -3.0206 -1.1195 -3.6332  0.33
33 H -1.3240 -4.1593 -0.8707  0.46
34 H -0.4951 -3.4284 1.3102  0.48
35 H -0.9839 -2.6517 3.5290  0.39
36 H 0.6443 -2.1965 2.9462  0.27
37 H -0.1723 -1.2116 4.1871  0.26
38 H -2.2016 2.3093 -1.3781  0.55
39 H -0.7183 1.3173 -1.3842  0.19
40 H -0.8899 4.3171 -0.8204  0.46
41 H -0.1758 3.5391 -2.2516  0.48
42 H 1.5450 4.2337 -0.5613  0.33
43 H 2.5982 1.5735 0.6151  0.47
44 H 3.6004 0.6266 -1.9652  0.42
45 H 2.9223 -1.5871 -1.6878  0.64
46 H 1.5399 -0.6177 -1.2243  0.25
47 H 2.5007 -0.9575 1.2483  0.39
48 H 1.5348 -2.1956 0.4496  -0.56
49 H 3.6412 -3.3009 -0.3363  0.34
50 H 3.3812 -3.3421 1.4040  0.37
51 H 5.7167 -2.8916 0.8380  0.39
52 H 5.0066 -1.5872 1.7809  0.30
53 H 5.3058 -1.4843 -1.2541  0.35
54 H 6.5079 -0.8914 -0.1162  0.38
55 H 5.3698 1.0738 -0.5020  0.46
56 H 4.5235 0.4758 0.9147  0.32
57 H 1.6066 2.9775 1.6301  0.54
58 H 0.1409 3.9258 1.4166  0.54
59 H -0.4653 1.6778 2.2624  0.55
60 H 0.3460 0.9256 0.8663  -0.04
61 H -3.2704 -0.3748 -1.3746  0.68

Gap between HOMO and LUMO in Eh: 0.3263
F_max in eV/A: 1.0
SMILES: COc1ccc(OC)c(S(=O)(=O)N2CCC(C(=O)NC3CCCCCC3)CC2)c1
E_HOMO in eV: -8.37
LUMO level in eV: 0.51



Copy entry 4 word for word.
The following is a quantum chemistry calculation of a single C21H32N2O5S molecule at a distorted geometry, from the Open Molecules 2025 dataset.

Each line ends with the Mulliken charge.
Positions of all 61 atoms, in Å:
1 C -3.5427 -2.0326 -3.3326  -0.80
2 O -2.7344 -2.8397 -2.5054  -0.48
3 C -2.3293 -2.3327 -1.3140  0.27
4 C -1.5505 -3.1679 -0.5117  -0.81
5 C -1.0822 -2.7463 0.7158  -0.54
6 C -1.3681 -1.4620 1.1851  0.52
7 O -0.9043 -0.9432 2.3491  -0.29
8 C -0.3219 -1.8140 3.2929  -0.93
9 C -2.1689 -0.6465 0.3915  -0.38
10 S -2.6646 1.0061 0.9104  1.29
11 O -2.8098 1.0717 2.3313  -0.70
12 O -3.7873 1.3788 0.0984  -0.76
13 N -1.4095 2.0095 0.4827  -0.03
14 C -1.2119 2.1948 -0.9361  -0.31
15 C -0.3586 3.4370 -1.1820  -1.40
16 C 0.9806 3.2999 -0.4462  0.76
17 C 1.8101 2.2233 -1.1588  0.05
18 O 1.7597 2.0834 -2.3649  -0.69
19 N 2.6321 1.4839 -0.3861  0.05
20 C 3.3993 0.3703 -0.9192  -0.69
21 C 2.5481 -0.9097 -0.9194  -0.98
22 C 2.4859 -1.6589 0.4113  0.65
23 C 3.6111 -2.6817 0.5632  -1.01
24 C 4.9913 -2.0752 0.8027  -0.72
25 C 5.4389 -1.0670 -0.2559  -0.86
26 C 4.7159 0.2765 -0.1431  -0.76
27 C 0.6924 3.0630 1.0389  -2.11
28 C -0.1838 1.8245 1.2192  0.22
29 C -2.6398 -1.0633 -0.8378  -0.11
30 H -4.4821 -1.7680 -2.8388  0.33
31 H -3.7529 -2.6367 -4.2136  0.24
32 H -3.0206 -1.1195 -3.6332  0.33
33 H -1.3240 -4.1593 -0.8707  0.46
34 H -0.4951 -3.4284 1.3102  0.48
35 H -0.9839 -2.6517 3.5290  0.39
36 H 0.6443 -2.1965 2.9462  0.27
37 H -0.1723 -1.2116 4.1871  0.26
38 H -2.2016 2.3093 -1.3781  0.55
39 H -0.7183 1.3173 -1.3842  0.19
40 H -0.8899 4.3171 -0.8204  0.46
41 H -0.1758 3.5391 -2.2516  0.48
42 H 1.5450 4.2337 -0.5613  0.33
43 H 2.5982 1.5735 0.6151  0.47
44 H 3.6004 0.6266 -1.9652  0.42
45 H 2.9223 -1.5871 -1.6878  0.64
46 H 1.5399 -0.6177 -1.2243  0.25
47 H 2.5007 -0.9575 1.2483  0.39
48 H 1.5348 -2.1956 0.4496  -0.56
49 H 3.6412 -3.3009 -0.3363  0.34
50 H 3.3812 -3.3421 1.4040  0.37
51 H 5.7167 -2.8916 0.8380  0.39
52 H 5.0066 -1.5872 1.7809  0.30
53 H 5.3058 -1.4843 -1.2541  0.35
54 H 6.5079 -0.8914 -0.1162  0.38
55 H 5.3698 1.0738 -0.5020  0.46
56 H 4.5235 0.4758 0.9147  0.32
57 H 1.6066 2.9775 1.6301  0.54
58 H 0.1409 3.9258 1.4166  0.54
59 H -0.4653 1.6778 2.2624  0.55
60 H 0.3460 0.9256 0.8663  -0.04
61 H -3.2704 -0.3748 -1.3746  0.68

Gap between HOMO and LUMO in Eh: 0.3263
F_max in eV/A: 1.0
SMILES: COc1ccc(OC)c(S(=O)(=O)N2CCC(C(=O)NC3CCCCCC3)CC2)c1
E_HOMO in eV: -8.37
LUMO level in eV: 0.51



Question: The highest LUMO level belongs to which entry?
Answer: number 3



Question: Among the records above, which one has the highest LUMO level?
Answer: number 3



Question: What is the LUMO level in the second record?
Answer: 0.66 eV